1.
Molecular formula: C2H2OTb
Method: DFT, ωB97M-V with the def2-TZVPD basis set

Summary:
Spin multiplicity: 8
Energy relative to the best compared isomer or geometry (same formula, charge and spin), kcal per mole: 0.00
LUMO (alpha / beta), Eh: -0.0387 / -0.0432

Geometry as XYZ:
```
6
C2H2OTb ωB97M-V with the def2-TZVPD basis set
H -0.513 -1.458 -1.682
C 0.712 -0.515 -0.072
O -0.574 2.522 1.940
Tb -1.025 1.172 0.492
C -0.259 -0.733 -0.896
H 1.661 -0.987 0.217
```

***

2.
Molecular formula: C5H13N
Method: DFT, ωB97M-V with the def2-TZVPD basis set

Summary:
Spin multiplicity: 2
Charge: -1
Energy relative to the best compared isomer or geometry (same formula, charge and spin), kcal per mole: 60.89
LUMO (alpha / beta), Eh: 0.1391 / 0.1332

Geometry as XYZ:
```
19
C5H13N ωB97M-V with the def2-TZVPD basis set
H -0.795 -0.223 -2.670
H 2.396 2.258 -0.031
C 1.661 1.772 0.667
H -0.390 -0.870 1.018
H -1.394 -2.128 0.427
H -2.763 -0.586 -0.631
H 0.080 -1.616 -0.490
C -1.788 -0.502 -2.203
H -2.646 -0.037 -2.701
H -1.848 -1.576 -2.416
H 0.766 2.445 0.955
N 2.537 1.355 1.804
H 1.995 -0.662 1.612
C 2.267 0.247 2.236
H 1.232 0.886 0.103
C -1.674 -0.272 -0.731
H -1.614 0.733 -0.285
H 2.689 0.000 3.196
C -0.712 -1.224 0.139
```

***

3.
Molecular formula: C3H3O4Rb
Method: DFT, ωB97M-V with the def2-TZVPD basis set

Summary:
Energy relative to the best compared isomer or geometry (same formula, charge and spin), kcal per mole: 0.00
LUMO, Eh: -0.0231

Geometry as XYZ:
```
11
C3H3O4Rb ωB97M-V with the def2-TZVPD basis set
C 0.832 -0.079 0.667
Rb -0.505 0.700 -3.028
C -1.754 1.141 0.333
H 0.301 -0.455 1.566
H 1.799 0.322 1.033
H 1.731 -2.095 0.270
C 1.145 -1.273 -0.187
O 0.086 0.847 -0.036
O -2.085 1.043 1.474
O -2.249 1.227 -0.777
O 0.700 -1.379 -1.316
```

***

4.
Molecular formula: C23H22AlN4O4Se
Method: DFT, ωB97M-V with the def2-TZVPD basis set

Summary:
Charge: -1
LUMO (alpha / beta), Eh: 0.0815 / 0.0815

Geometry as XYZ:
```
55
C23H22AlN4O4Se ωB97M-V with the def2-TZVPD basis set
C 0.898 -4.940 -2.517
H 1.473 -5.034 2.047
C 1.063 -4.324 -1.221
C -5.629 0.625 0.444
H -2.655 1.864 1.101
C -1.494 2.632 -1.254
C 4.517 0.754 1.398
C 3.194 0.369 1.353
H -0.727 2.781 -2.020
N 0.786 -5.456 -3.538
H -3.265 -0.021 -1.903
H 0.840 3.825 -0.481
C -1.979 2.716 1.205
H -1.549 2.697 2.209
C -3.761 -0.020 -0.939
Se -1.541 -1.668 -0.092
Al 0.609 -0.201 0.303
H 4.963 1.138 -1.980
N 2.545 0.250 0.211
C -4.974 0.640 -0.781
N -0.163 1.421 0.352
H -3.378 -1.221 2.192
C 1.191 -5.106 -0.083
C -3.169 -0.696 0.127
C 1.397 -3.089 1.166
H 0.554 3.830 1.266
O 1.096 -0.364 2.128
O 2.476 0.577 -3.297
H -5.550 -0.074 2.475
H -5.407 1.180 -1.617
H 6.200 1.315 0.152
H 1.142 -6.185 -0.158
N 1.257 -2.329 0.073
O 0.985 -0.063 -1.706
C 4.482 0.928 -1.032
C 1.094 -2.941 -1.100
C -5.051 -0.053 1.513
C 2.166 0.335 -2.005
H -6.582 1.125 0.563
H 0.982 -2.299 -1.963
C 1.369 -4.473 1.129
H 5.032 0.827 2.345
C -3.832 -0.702 1.356
O 2.696 0.016 3.666
C 3.119 0.526 -0.997
C 0.065 3.860 0.290
C -0.858 2.627 0.148
H -2.241 3.427 -1.340
H -0.485 4.806 0.194
H 1.673 0.386 -3.799
C 5.155 1.028 0.157
H -1.977 1.669 -1.434
C 2.287 -0.007 2.522
H 1.509 -2.552 2.098
H -2.545 3.644 1.075
```